[1]
27
Properties=species:S:1:pos:R:3:forces:R:3:nbo_charge:R:1 method="wB97M-V/def2-TZVPD" multiplicity=1 charge=+2 relative_energy_kj_mol=0.0
Hg 23.3621 -12.4213 -11.0335 1.2 3.5 -1.7 1.7250
Hg 25.7857 -13.9681 -13.1431 -1.3 0.3 -1.8 1.2881
Hg 21.6407 -15.1486 -12.2438 -1.1 0.3 -2.3 1.3218
Pb 26.2824 -14.5100 -8.2597 3.1 -1.5 2.6 1.5583
Pb 23.9068 -17.5193 -7.5983 2.1 0.3 0.9 1.4309
Pb 23.8739 -18.7224 -12.2898 -0.3 0.7 0.3 1.0014
Pb 21.3968 -13.5612 -8.1749 -1.8 1.8 -2.1 1.6264
P 27.2794 -16.8460 -6.2768 3.9 0.5 5.1 2.4405
O 25.9464 -16.4236 -6.9443 -5.7 0.6 -3.2 -1.3470
O 26.9005 -16.9142 -4.6974 0.9 0.7 -4.3 -0.8561
O 28.1742 -15.5935 -6.8607 -2.9 -0.4 -0.2 -1.1068
O 27.8135 -18.1572 -6.7184 -0.5 -0.1 -0.6 -0.9819
P 23.1845 -12.7380 -13.9867 -2.6 3.0 -5.0 2.4386
O 22.4822 -11.7089 -14.9026 1.8 -2.4 2.5 -0.9558
O 23.8405 -13.8562 -14.8324 1.2 -0.8 1.7 -1.0430
O 22.2049 -13.1753 -12.8250 -1.8 -1.8 -0.2 -1.3039
O 24.3103 -12.2296 -13.0205 2.4 1.0 1.5 -1.2850
P 19.9306 -11.7567 -10.4131 -4.2 2.9 -1.2 2.3706
O 19.2321 -12.2391 -9.0865 2.8 -1.7 -0.4 -1.0075
O 19.8084 -10.1857 -10.2325 0.1 -2.3 -1.1 -0.6211
O 19.0015 -12.1675 -11.6913 3.8 0.9 3.7 -0.7026
O 21.4844 -12.0701 -10.2921 -2.1 -0.4 1.9 -1.3168
P 23.6981 -15.3036 -10.3743 -2.2 -1.0 -0.9 2.5864
O 23.1535 -16.5835 -11.1512 1.5 0.8 1.5 -1.2865
O 24.1849 -15.5883 -8.9486 0.1 -0.7 -0.1 -1.3092
O 22.5133 -14.2814 -10.2688 -2.4 -2.6 3.7 -1.3689
O 24.4781 -14.3582 -11.2433 4.1 -1.5 -0.3 -1.2962

=====

[2]
26
Properties=species:S:1:pos:R:3:forces:R:3:nbo_charge:R:1 method="wB97M-V/def2-TZVPD" multiplicity=1 relative_energy_kj_mol=695.9
C 2.3087 1.4617 2.3383 -3.2 -1.0 -2.3 0.4768
C 3.4631 1.0218 1.8671 0.8 0.0 0.2 -0.4808
C 3.4527 0.2024 0.6516 0.2 -0.2 -0.2 -0.1580
C 2.6718 -0.2402 -0.3773 0.6 -0.1 0.1 -0.2731
C 1.3736 -0.2070 -1.0848 -0.8 -0.1 -0.4 -0.2024
C 0.0596 -0.2247 -0.7803 1.8 1.2 1.9 0.0266
C -1.0970 -0.2983 -1.7443 -0.1 -0.2 -0.3 -0.4256
C -2.3276 0.3624 -1.0710 -0.1 0.1 -0.2 -0.3958
C -1.9510 0.2690 0.3646 0.3 -0.6 0.4 0.0046
C -2.2194 0.2429 1.8495 -0.3 -0.1 -0.1 -0.2171
C -1.1847 1.0525 2.5347 0.7 0.1 0.1 -0.2632
C -0.0526 0.9382 1.8115 -1.7 -0.2 0.4 0.1552
N 1.1366 1.5376 2.0141 2.1 0.9 0.6 -0.3360
C -0.4625 0.0669 0.6001 -0.2 -0.4 -0.1 -0.0995
C -1.5201 -0.9007 1.1219 -0.1 0.7 -0.2 -0.2111
H 4.4060 1.1565 2.3626 0.0 0.0 0.1 0.2340
H 4.4617 -0.1978 0.5709 -0.1 -0.1 -0.2 0.2031
H 3.3028 -0.8502 -1.0268 0.0 0.1 0.2 0.2046
H 1.5664 -0.3557 -2.1481 0.0 0.1 0.0 0.1956
H -1.3127 -1.3483 -1.9657 0.0 0.1 0.0 0.2178
H -0.8431 0.1927 -2.6838 0.0 -0.1 0.0 0.2278
H -3.2536 -0.1607 -1.3160 0.0 0.1 0.0 0.2188
H -2.4266 1.4055 -1.3819 0.0 -0.1 0.0 0.2145
H -3.2140 0.1299 2.2546 -0.1 -0.1 0.0 0.2320
H -1.3213 1.5619 3.4680 0.1 0.2 0.2 0.2208
H -1.6585 -1.9589 1.0431 -0.1 -0.3 -0.1 0.2303

=====

[3]
58
Properties=species:S:1:pos:R:3:forces:R:3:nbo_charge:R:1 method="wB97M-V/def2-TZVPD" multiplicity=1 charge=-1 relative_energy_kj_mol=1802.1
Pt 0.2368 -0.1671 0.5023 1.0 0.0 -0.3 0.6763
C -2.9606 1.9702 -2.3740 0.2 0.1 0.1 -0.2949
C -2.1174 1.4798 -1.3641 -0.5 0.0 0.9 0.2239
N -1.6033 0.3434 -1.3229 0.0 0.2 0.1 -0.4224
C -1.7557 -0.5644 -2.2902 0.0 0.1 0.1 0.2097
C -2.5954 -0.2340 -3.3774 0.1 0.1 0.2 -0.0926
C -3.1825 1.0652 -3.3798 0.0 -0.1 -0.1 -0.1481
C -2.8052 -1.2015 -4.3763 0.0 -0.2 -0.2 -0.2657
C -2.1808 -2.4103 -4.2215 0.0 0.2 0.0 -0.1730
C -1.3360 -2.7250 -3.1387 0.0 0.0 0.0 -0.3145
C -1.0468 -1.8130 -2.1126 0.1 -0.1 0.1 0.1950
N -0.2108 -1.8803 -1.0203 -0.2 -0.3 -0.4 -0.6207
C 0.5988 -2.9576 -0.7747 0.2 -0.2 0.1 0.1860
C 0.5892 -4.2443 -1.3226 -0.1 0.1 0.0 -0.3044
C 1.5269 -5.2331 -0.9787 0.1 -0.1 0.0 -0.1774
C 2.5234 -5.0199 -0.0742 -0.1 0.0 0.0 -0.2683
C 2.5835 -3.7556 0.5537 0.0 0.0 0.0 -0.0951
C 3.5614 -3.4482 1.5240 0.0 0.1 0.0 -0.1405
C 3.5730 -2.2212 2.1227 0.0 -0.1 0.0 -0.2612
C 2.5959 -1.2879 1.7575 0.0 0.0 0.0 0.0606
N 1.6802 -1.5549 0.8464 0.0 0.2 0.0 -0.4385
C 1.6396 -2.7588 0.2214 0.0 0.0 0.0 0.2142
H -3.3676 2.9700 -2.3506 -0.1 0.0 -0.1 0.2411
H -2.4315 3.5922 -0.5682 -0.1 -0.4 0.0 -0.1432
H -3.8185 1.3259 -4.2191 0.0 0.0 0.0 0.2091
H -3.4406 -0.9933 -5.2282 0.0 0.0 0.0 0.2005
H -2.3296 -3.1830 -4.9672 0.0 0.0 0.0 0.2002
H -0.9331 -3.7153 -3.1766 0.1 0.0 0.0 0.2023
H -0.1638 -4.5561 -2.0144 -0.1 0.0 0.1 0.1996
H 1.4357 -6.2010 -1.4591 0.0 0.0 0.0 0.1999
H 3.2416 -5.7865 0.1865 0.0 0.0 0.0 0.2018
H 4.2909 -4.2060 1.7853 0.0 0.0 0.0 0.2047
H 4.3028 -1.9550 2.8744 0.0 0.0 0.0 0.2215
H 2.5420 -0.3085 2.2185 0.0 0.0 0.0 0.2406
Cl -1.6573 2.6584 0.2515 0.6 2.3 -2.1 1.2401
C 0.8540 3.6619 0.8279 -0.1 0.0 -0.2 -0.2817
C 1.6834 4.8805 1.0953 -0.1 0.1 0.1 -0.3373
C 2.3263 5.0726 2.2785 -0.1 -0.3 0.1 -0.1843
C 2.3357 4.1205 3.3307 0.1 0.2 0.1 -0.4971
C 1.7035 2.9020 3.0831 -0.1 0.3 -0.5 0.0227
Cl 1.7737 1.6680 4.3253 0.0 -0.1 0.1 -0.0676
C 1.0625 2.6083 1.9013 -0.1 -0.2 -0.2 -0.0524
N 0.3323 1.4230 1.7500 -0.3 0.7 1.3 -0.3775
H 1.7630 5.6210 0.3047 0.0 0.0 0.0 0.1800
H 2.8972 5.9884 2.4062 0.0 0.0 0.0 0.1864
H 2.8622 4.2917 4.2577 0.0 0.0 0.0 0.2008
C -1.2755 6.3961 0.8560 0.1 0.0 -0.1 -0.3863
N -1.5956 4.9854 0.8774 -0.4 -0.5 0.3 -0.4137
C -2.7617 4.5140 1.4358 0.5 0.1 0.8 -0.0001
C -3.0364 3.1890 1.4409 0.0 0.2 -0.2 -0.4578
N -0.7628 1.5247 0.9139 -1.1 -1.7 -0.2 -0.7145
C -0.6608 3.9946 0.4738 0.2 -0.7 0.1 -0.2381
H -2.1487 6.9632 1.1760 0.0 0.0 0.0 0.1870
H -0.9954 6.7000 -0.1544 0.0 0.0 0.0 0.1985
H -0.4376 6.6018 1.5238 0.0 0.0 0.0 0.2240
H -3.3832 5.2400 1.9478 0.0 0.0 0.0 0.2120
H -3.5695 2.5559 2.1307 0.1 -0.1 0.0 0.2353
H 1.1575 3.2277 -0.1365 0.1 -0.1 0.0 0.1952

=====

[4]
46
Properties=species:S:1:pos:R:3:forces:R:3:nbo_charge:R:1 method="wB97M-V/def2-TZVPD" multiplicity=1 relative_energy_kj_mol=0.0 smiles="COC(=O)c1sccc1NC(=O)CN1CCN(c2ccc(F)cc2)CC1"
C -0.8848 -3.6118 -1.5043 -0.5 0.1 -0.3 -0.2727
O 0.3541 -3.3753 -0.8508 0.3 -0.1 0.2 -0.4988
C 0.8340 -2.1320 -0.8472 -0.1 0.4 -0.1 0.7809
O 0.2715 -1.1746 -1.3562 0.0 -0.3 0.0 -0.6523
C 2.1054 -2.0340 -0.1686 0.5 -0.1 0.3 -0.4039
S 2.8960 -3.4154 0.5149 0.2 0.5 0.0 0.4841
C 4.1896 -2.4313 1.0594 -0.5 -0.3 -0.2 -0.3668
C 4.0418 -1.1180 0.7431 0.3 0.1 0.1 -0.2814
C 2.8437 -0.8745 0.0319 -0.4 -0.6 0.0 0.2015
N 2.3924 0.3460 -0.4232 -0.3 0.0 -0.4 -0.6333
C 2.8977 1.5772 -0.1073 -0.2 0.1 -0.1 0.6739
O 3.9159 1.7434 0.5251 0.2 0.1 0.1 -0.5971
C 2.0425 2.7462 -0.6015 0.1 0.4 0.2 -0.3037
N 0.6332 2.7139 -0.2604 0.1 -0.1 -0.1 -0.4503
C 0.3629 2.2173 1.0765 -0.3 0.1 0.2 -0.2488
C -1.1044 2.4876 1.4261 0.3 -0.1 0.2 -0.2199
N -1.9978 1.8980 0.4512 -0.1 0.5 0.1 -0.4538
C -2.3153 0.5475 0.5227 -0.2 -0.5 0.1 0.2522
C -1.8296 -0.2964 1.5294 0.1 0.3 -0.1 -0.2858
C -2.2066 -1.6238 1.6034 -0.2 -0.3 -0.2 -0.2558
C -3.0843 -2.1303 0.6676 0.1 0.1 0.1 0.3539
F -3.4407 -3.4395 0.7222 0.0 0.1 0.0 -0.3376
C -3.6035 -1.3265 -0.3299 0.1 -0.3 0.2 -0.2656
C -3.2236 -0.0030 -0.3932 0.1 0.1 0.0 -0.2564
C -1.7116 2.4802 -0.8460 0.3 -0.2 -0.4 -0.2015
C -0.2686 2.1545 -1.2521 -0.4 0.1 -0.1 -0.2529
H -0.6947 -4.1483 -2.4354 0.0 0.0 0.1 0.1878
H -1.3829 -2.6638 -1.7156 0.0 -0.2 0.0 0.2171
H -1.4943 -4.2235 -0.8418 0.0 0.0 0.0 0.2041
H 5.0036 -2.8836 1.5907 0.2 0.0 0.1 0.2396
H 4.7370 -0.3401 0.9968 0.1 0.0 0.0 0.2650
H 1.5307 0.2748 -0.9597 0.1 0.1 0.1 0.4445
H 2.1439 2.8221 -1.6871 0.0 0.0 0.0 0.2208
H 2.4810 3.6476 -0.1564 0.1 -0.2 -0.1 0.2228
H 1.0185 2.7424 1.7752 0.0 0.0 0.1 0.2125
H 0.5547 1.1349 1.1658 0.0 0.1 0.0 0.1756
H -1.3413 2.1240 2.4255 0.0 0.0 0.0 0.2096
H -1.2787 3.5675 1.4074 0.0 -0.1 0.1 0.2058
H -1.1379 0.0669 2.2715 0.1 0.1 0.0 0.2150
H -1.8137 -2.2659 2.3764 0.0 -0.1 0.1 0.2285
H -4.3003 -1.7380 -1.0435 -0.1 0.0 -0.1 0.2280
H -3.6571 0.6150 -1.1627 0.0 0.1 0.0 0.2130
H -2.3952 2.1063 -1.6044 0.0 0.1 0.0 0.2053
H -1.8364 3.5632 -0.7635 0.0 0.0 -0.1 0.2016
H -0.0451 2.6131 -2.2180 0.0 0.0 0.0 0.2029
H -0.2018 1.0601 -1.3538 0.0 0.1 0.0 0.1925

=====

[5]
10
Properties=species:S:1:pos:R:3:forces:R:3:nbo_charge:R:1 method="wB97M-V/def2-TZVPD" multiplicity=1 relative_energy_kj_mol=161.1 smiles=Cc1nnco1
C -0.5020 0.8356 0.0969 -0.1 0.5 -0.8 -0.6880
C 0.1418 -0.4345 0.4751 2.9 -2.3 -1.9 0.4886
N 0.2917 -1.1489 1.5228 -0.7 -0.3 -0.4 -0.2973
N 0.9642 -2.3567 1.1601 -0.4 0.3 1.8 -0.2989
C 1.3037 -2.2688 -0.0462 -0.9 2.4 -1.0 0.3141
O 0.9397 -1.0577 -0.6182 -1.4 -0.5 1.2 -0.4808
H 0.2961 1.5921 -0.0134 -0.5 -0.1 0.4 0.2492
H -0.9479 0.7957 -0.9379 0.3 -0.4 1.2 0.2512
H -1.2713 1.1046 0.8343 0.4 0.1 -0.3 0.2541
H 1.7105 -3.0592 -0.6488 0.3 0.2 -0.2 0.2077

=====

[6]
22
Properties=species:S:1:pos:R:3:forces:R:3:nbo_charge:R:1 method="wB97M-V/def2-TZVPD" multiplicity=1 relative_energy_kj_mol=593.1
C 0.5618 1.9551 2.5658 1.2 -0.1 -0.6 -0.3408
C 1.0067 1.1879 1.5762 -3.2 0.6 -0.1 -0.7127
C 0.2235 1.0976 -2.2209 4.5 1.3 2.4 -0.5802
C -0.6929 -1.1329 -1.9155 1.3 2.3 -2.9 -0.5921
C 0.1384 -2.8948 1.8532 1.4 2.1 -0.6 -0.5699
C 0.3264 -0.1400 -1.3315 -2.3 1.5 0.2 -0.6541
O -1.6653 0.9942 0.3690 2.5 -2.3 -4.3 -1.0827
Si -0.1589 0.3255 0.4580 0.5 -1.6 -0.3 1.5419
H 1.2648 2.4241 3.2210 0.1 0.3 0.5 0.1952
H -0.4434 2.1896 2.6105 -2.0 0.6 0.6 0.1662
H 2.0033 1.1058 1.5990 3.8 -0.9 -0.5 0.2154
H 0.4019 0.7444 -3.1854 0.1 0.1 -1.8 0.2031
H -0.7084 1.4158 -2.0195 -3.3 1.9 -0.3 0.2003
H 1.0284 1.9482 -1.9203 -1.9 -1.9 -0.8 0.1897
H -0.7546 -0.9485 -3.0912 0.2 -0.7 2.3 0.1882
H -1.6364 -0.8713 -1.5483 -1.6 -0.3 0.6 0.2119
H -0.3245 -2.0778 -1.7061 -0.1 -2.2 0.3 0.2151
H -0.6520 -3.4540 1.4634 -1.1 -1.0 -0.5 0.1558
H 1.0311 -2.7683 1.1767 -0.9 -0.2 1.1 0.1689
H -0.1784 -2.0502 2.4848 0.6 -0.6 0.0 0.1724
H 1.2844 -0.4604 -1.4790 2.6 -1.4 0.3 0.2185
H -2.0559 1.4099 1.0398 -2.4 2.5 4.2 0.4900